96
Properties=species:S:1:pos:R:3 method="wB97M-V/def2-TZVPD" e_homo_ev=-9.1 smiles="Fc1ccccc1.Fc1ccccc1.Fc1ccccc1.CC(C)=O.CC(C)=O.CC(C)=O.CC(C)=O.CC(C)=O.CC(C)=O" de_lowest_kcal_mol=34.7 gap_ha=0.34837 e_lumo_ev=0.37 spin_multiplicity=1
F 1.311 0.772 5.510
C 0.067 0.597 5.037
C -0.758 1.655 4.679
C -2.135 1.443 4.351
C -2.586 0.129 4.221
C -1.758 -0.984 4.476
C -0.475 -0.721 4.931
H -0.342 2.650 4.737
H -2.740 2.301 4.098
H -3.583 -0.041 3.843
H -2.108 -2.005 4.455
H 0.187 -1.545 5.152
F 2.397 -1.246 1.441
C 1.265 -0.994 0.738
C 0.046 -1.144 1.422
C -1.180 -0.806 0.824
C -1.166 -0.424 -0.538
C 0.059 -0.301 -1.230
C 1.263 -0.655 -0.592
H -0.034 -1.419 2.463
H -2.089 -0.844 1.405
H -2.085 -0.219 -1.067
H 0.024 -0.124 -2.295
H 2.188 -0.615 -1.148
F -5.357 3.882 -2.636
C -4.803 3.111 -1.675
C -3.474 3.335 -1.259
C -2.969 2.602 -0.195
C -3.767 1.653 0.454
C -5.106 1.429 -0.013
C -5.610 2.172 -1.045
H -2.827 4.036 -1.764
H -2.009 2.869 0.221
H -3.392 1.062 1.276
H -5.686 0.668 0.488
H -6.585 2.030 -1.489
C 0.421 2.525 1.626
C 1.927 2.901 1.740
C 3.016 1.863 1.530
O 2.257 4.057 2.070
H 0.117 1.612 2.139
H 0.210 2.417 0.562
H -0.194 3.333 2.021
H 3.982 2.338 1.697
H 2.910 1.595 0.479
H 2.832 1.004 2.176
C 3.435 -4.202 3.254
C 2.381 -4.459 4.271
C 2.604 -5.753 5.069
O 1.450 -3.723 4.527
H 3.202 -3.398 2.555
H 3.633 -5.026 2.569
H 4.403 -3.886 3.643
H 3.624 -5.688 5.449
H 2.452 -6.624 4.431
H 1.949 -5.750 5.941
C -3.771 -0.140 -3.743
C -3.744 -1.634 -3.705
C -4.169 -2.378 -4.906
O -3.465 -2.237 -2.704
H -4.448 0.141 -4.550
H -2.784 0.235 -4.014
H -4.033 0.232 -2.753
H -4.400 -3.414 -4.658
H -3.397 -2.329 -5.673
H -5.088 -1.911 -5.260
C 3.864 -0.819 4.603
C 4.948 0.228 5.065
C 4.551 1.629 5.020
O 6.074 -0.143 5.330
H 3.407 -0.560 3.648
H 2.996 -0.937 5.251
H 4.290 -1.810 4.443
H 3.617 1.691 5.579
H 4.298 2.012 4.032
H 5.367 2.230 5.421
C -0.017 3.476 -7.102
C -0.146 2.193 -6.321
C 0.345 2.246 -4.887
O -0.729 1.192 -6.718
H 1.016 3.817 -7.047
H -0.637 4.288 -6.721
H -0.192 3.485 -8.178
H 0.266 3.224 -4.414
H 1.372 1.906 -5.022
H -0.113 1.475 -4.267
C 2.512 -1.759 -6.016
C 1.652 -1.523 -4.783
C 0.129 -1.756 -4.845
O 2.192 -1.079 -3.779
H 3.541 -1.525 -5.743
H 2.310 -1.022 -6.794
H 2.327 -2.769 -6.380
H -0.124 -2.288 -5.762
H -0.386 -0.806 -4.702
H -0.224 -2.306 -3.973

101
Properties=species:S:1:pos:R:3 method="wB97M-V/def2-TZVPD" e_homo_ev="-8.5 / -7.5" charge=+1 de_lowest_kcal_mol=0.0 gap_ha="0.22098 / 0.18582" e_lumo_ev="-2.50 / -2.40" spin_multiplicity=1
Sc 0.777 -0.894 -0.819
C -4.592 -1.103 -0.263
C -3.993 -2.436 0.087
C -4.764 -3.424 0.698
C -4.196 -4.651 0.972
C -2.866 -4.861 0.630
C -2.159 -3.822 0.042
N -2.711 -2.635 -0.225
Sb -0.087 -4.212 -0.352
C 0.918 -2.710 0.891
C 0.923 -3.080 2.261
C 2.084 -3.002 2.972
C 3.278 -2.589 2.327
C 3.238 -2.201 1.015
C 4.449 -1.776 0.248
N 2.071 -2.215 0.324
C 0.263 -3.258 -2.307
C -0.308 -3.899 -3.402
C 0.252 -3.726 -4.656
C 1.397 -2.962 -4.783
C 1.898 -2.306 -3.668
C 3.156 -1.498 -3.743
N 1.309 -2.424 -2.470
H -5.341 -0.803 0.469
H -5.085 -1.154 -1.237
H -3.818 -0.341 -0.312
H -5.796 -3.220 0.950
H -4.776 -5.434 1.441
H -2.391 -5.814 0.824
H 0.014 -3.458 2.719
H 2.104 -3.265 4.022
H 4.217 -2.573 2.862
H 4.918 -2.639 -0.229
H 5.177 -1.291 0.894
H 4.161 -1.077 -0.539
H -1.155 -4.559 -3.259
H -0.172 -4.221 -5.520
H 1.901 -2.865 -5.735
H 4.018 -2.144 -3.564
H 3.176 -0.728 -2.975
H 3.280 -1.046 -4.726
O 0.935 1.690 -5.254
C 0.921 0.968 -4.131
O 0.337 -0.070 -4.001
C 1.760 1.625 -3.068
O 1.739 0.839 -1.891
C 2.499 1.456 -0.816
C 2.234 0.681 0.448
O 3.065 0.636 1.358
O 0.838 0.627 0.757
H 0.389 1.235 -5.914
H 1.359 2.625 -2.874
H 2.783 1.743 -3.440
H 2.172 2.499 -0.763
H 3.565 1.414 -1.046
C 0.121 4.469 2.870
Si 1.314 3.088 2.372
C 2.630 3.894 1.301
C 2.209 2.542 3.915
C 0.168 1.760 1.523
Si -0.737 0.795 2.936
C 0.501 -0.241 3.876
C -2.032 -0.330 2.179
C -1.576 1.957 4.144
Si -1.018 2.565 0.293
C -0.361 4.118 -0.538
C -2.691 3.023 1.009
C -1.497 1.399 -1.171
C -2.358 2.014 -2.082
C -2.976 1.295 -3.093
C -2.742 -0.061 -3.172
C -1.865 -0.617 -2.258
N -1.232 0.075 -1.306
H 0.433 5.413 2.420
H 0.151 4.601 3.952
H -0.923 4.310 2.606
H 3.003 4.724 1.908
H 2.288 4.326 0.361
H 3.471 3.228 1.121
H 2.883 1.713 3.714
H 2.803 3.400 4.243
H 1.551 2.277 4.739
H 0.072 -1.225 4.058
H 0.736 0.199 4.843
H 1.431 -0.382 3.326
H -1.744 -0.722 1.202
H -3.004 0.155 2.071
H -2.173 -1.198 2.829
H -0.855 2.535 4.722
H -2.125 1.332 4.854
H -2.288 2.650 3.701
H 0.016 4.830 0.196
H -1.168 4.618 -1.077
H 0.439 3.927 -1.255
H -2.639 3.951 1.578
H -3.112 2.252 1.653
H -3.399 3.187 0.195
H -2.565 3.071 -1.985
H -3.641 1.789 -3.790
H -3.207 -0.686 -3.920
H -1.658 -1.675 -2.295

97
Properties=species:S:1:pos:R:3 method="wB97M-V/def2-TZVPD" e_homo_ev=-8.2 smiles=c1cc[nH]c1.c1cc[nH]c1.c1cc[nH]c1.c1cc[nH]c1.c1cc[nH]c1.c1cc[nH]c1.c1cc[nH]c1.c1cc[nH]c1.CCPCCO gap_ha=0.32163 e_lumo_ev=0.52 spin_multiplicity=1
C -4.376 -6.721 -1.707
C -3.927 -5.371 -1.751
C -2.774 -5.346 -2.487
N -2.511 -6.628 -2.889
C -3.480 -7.473 -2.417
H -5.254 -7.095 -1.209
H -4.401 -4.519 -1.294
H -2.118 -4.534 -2.756
H -1.716 -6.907 -3.432
H -3.449 -8.528 -2.626
C 3.187 -2.264 1.980
C 3.888 -2.095 0.755
C 3.135 -2.676 -0.229
N 2.000 -3.171 0.352
C 2.026 -2.934 1.698
H 3.492 -1.914 2.953
H 4.823 -1.582 0.611
H 3.294 -2.755 -1.290
H 1.256 -3.628 -0.147
H 1.215 -3.243 2.334
C 2.670 1.141 0.160
C 3.183 2.313 0.780
C 3.870 3.016 -0.173
N 3.793 2.314 -1.344
C 3.064 1.171 -1.150
H 2.090 0.363 0.627
H 3.046 2.609 1.807
H 4.402 3.951 -0.119
H 4.211 2.592 -2.212
H 2.894 0.475 -1.954
C 0.223 2.844 -6.644
C 0.856 3.030 -7.905
C 0.186 2.257 -8.813
N -0.823 1.613 -8.150
C -0.809 1.962 -6.829
H 0.496 3.315 -5.713
H 1.701 3.662 -8.119
H 0.340 2.113 -9.868
H -1.475 0.978 -8.569
H -1.529 1.559 -6.137
C 1.325 3.598 5.668
C 1.591 4.991 5.565
C 2.699 5.139 4.776
N 3.109 3.890 4.398
C 2.280 2.946 4.936
H 0.521 3.129 6.209
H 1.037 5.794 6.023
H 3.225 6.022 4.456
H 3.902 3.695 3.815
H 2.437 1.897 4.751
C -1.005 -9.638 -7.564
C -0.288 -9.808 -6.349
C -0.716 -8.837 -5.485
N -1.664 -8.089 -6.131
C -1.845 -8.571 -7.398
H -0.914 -10.233 -8.457
H 0.456 -10.557 -6.134
H -0.426 -8.624 -4.469
H -2.157 -7.307 -5.740
H -2.554 -8.117 -8.068
C -3.983 1.519 6.715
C -3.022 0.798 5.954
C -1.794 1.050 6.504
N -1.978 1.892 7.566
C -3.307 2.184 7.701
H -5.048 1.545 6.554
H -3.210 0.169 5.100
H -0.812 0.703 6.233
H -1.247 2.245 8.155
H -3.658 2.835 8.483
C 1.629 9.657 7.546
C 2.355 9.840 6.337
C 1.673 9.184 5.348
N 0.565 8.614 5.913
C 0.531 8.895 7.250
H 1.885 10.039 8.519
H 3.271 10.391 6.209
H 1.879 9.076 4.297
H -0.114 8.065 5.419
H -0.267 8.531 7.875
C -2.122 -0.951 0.641
C -1.747 -2.221 -0.129
P -0.575 -2.046 -1.530
C -1.474 -0.828 -2.586
C -0.576 0.260 -3.140
O -1.414 1.300 -3.635
H -2.942 -0.428 0.153
H -2.442 -1.188 1.655
H -1.279 -0.263 0.710
H -1.344 -2.976 0.544
H -2.635 -2.641 -0.608
H 0.401 -1.192 -0.979
H -2.282 -0.355 -2.030
H -1.910 -1.404 -3.404
H 0.045 -0.145 -3.946
H 0.090 0.641 -2.359
H -0.853 1.996 -3.964

99
Properties=species:S:1:pos:R:3 method="wB97M-V/def2-TZVPD" e_homo_ev=-8.1 smiles=c1cc[nH]c1.c1cc[nH]c1.c1cc[nH]c1.c1cc[nH]c1.c1cc[nH]c1.c1cc[nH]c1.c1cc[nH]c1.c1cc[nH]c1.c1cc[nH]c1.O.O.O gap_ha=0.32180 e_lumo_ev=0.62 spin_multiplicity=1
C -4.182 0.634 0.131
C -5.284 0.060 0.850
C -5.966 1.076 1.466
N -5.413 2.252 0.948
C -4.269 1.979 0.216
H -3.429 0.165 -0.444
H -5.535 -0.954 1.134
H -6.746 0.962 2.243
H -5.722 3.162 1.164
H -3.756 2.760 -0.269
C -1.182 1.838 -4.486
C -0.922 0.484 -4.731
C 0.441 0.391 -4.802
N 0.998 1.637 -4.696
C -0.017 2.541 -4.544
H -2.114 2.348 -4.526
H -1.680 -0.308 -4.748
H 1.183 -0.391 -5.037
H 1.977 1.774 -4.521
H 0.208 3.584 -4.543
C -0.036 6.049 0.462
C 0.105 6.502 -0.853
C -0.298 5.425 -1.720
N -0.610 4.373 -0.879
C -0.481 4.736 0.409
H 0.339 6.611 1.352
H 0.320 7.497 -1.113
H -0.495 5.391 -2.755
H -0.795 3.433 -1.216
H -0.846 4.064 1.197
C -3.322 -4.124 0.983
C -4.464 -4.989 0.835
C -5.189 -4.577 -0.224
N -4.579 -3.467 -0.731
C -3.403 -3.196 -0.057
H -2.521 -4.306 1.717
H -4.782 -5.794 1.493
H -6.144 -4.988 -0.581
H -4.893 -2.956 -1.523
H -2.753 -2.380 -0.275
C 2.244 -5.191 0.819
C 0.987 -4.782 0.363
C 0.517 -3.754 1.150
N 1.542 -3.460 2.008
C 2.592 -4.281 1.801
H 2.867 -5.996 0.457
H 0.451 -5.245 -0.454
H -0.426 -3.250 1.270
H 1.480 -2.760 2.700
H 3.482 -4.107 2.353
C -1.949 -2.394 4.913
C -2.974 -3.366 4.965
C -2.490 -4.560 4.458
N -1.155 -4.323 4.187
C -0.836 -2.994 4.449
H -1.946 -1.331 5.170
H -4.001 -3.353 5.281
H -2.853 -5.545 4.204
H -0.407 -5.054 4.005
H 0.163 -2.609 4.245
C 4.320 1.498 -4.220
C 4.069 0.297 -4.965
C 3.793 -0.702 -4.086
N 3.812 -0.154 -2.809
C 4.164 1.180 -2.883
H 4.571 2.483 -4.530
H 4.087 0.123 -6.033
H 3.580 -1.804 -4.202
H 3.603 -0.595 -1.984
H 4.187 1.779 -1.999
C 3.118 3.481 0.850
C 2.822 3.258 2.225
C 2.478 4.467 2.746
N 2.657 5.406 1.762
C 2.930 4.804 0.567
H 3.435 2.656 0.212
H 2.816 2.351 2.800
H 2.242 4.730 3.809
H 2.454 6.376 1.981
H 3.009 5.392 -0.340
C -0.085 -0.473 0.266
C 0.491 0.804 0.535
C 1.002 1.306 -0.643
N 0.752 0.365 -1.615
C 0.051 -0.682 -1.084
H -0.583 -1.162 0.924
H 0.558 1.233 1.503
H 1.477 2.222 -0.874
H 0.782 0.476 -2.645
H -0.371 -1.535 -1.635
O 3.835 -0.263 0.955
H 3.491 0.650 0.867
H 3.329 -0.898 0.372
O 2.727 -2.224 -0.743
H 1.782 -1.992 -0.587
H 2.867 -3.055 -0.265
O 2.553 -1.107 3.463
H 3.323 -0.894 4.046
H 2.841 -0.742 2.590